Model a:
Here is one molecule with the formula C6H10 from OMol25. Energies are from ωB97M-V/def2-TZVPD.

SMILES: C[C@@H]1C=CCC1
Molar mass in g/mol: 82.15
Charge: 0
Frontier orbital gap in hartree: 0.3785

Each line ends with the Löwdin charge.
Atoms and positions in Å:
1 C 2.030 -0.324 0.066  -0.081
2 C 0.606 -0.008 -0.427  -0.370
3 C 0.029 1.253 0.206  -0.084
4 C -1.273 1.116 0.470  -0.108
5 C -1.812 -0.136 -0.179  -0.186
6 C -0.529 -0.999 -0.060  -0.173
7 H 2.122 -0.246 1.156  0.077
8 H 2.746 0.388 -0.368  0.074
9 H 2.361 -1.327 -0.230  0.073
10 H 0.662 0.064 -1.525  0.136
11 H 0.625 2.130 0.442  0.105
12 H -1.869 1.758 1.104  0.096
13 H -2.721 -0.573 0.253  0.102
14 H -2.072 0.094 -1.233  0.115
15 H -0.568 -1.917 -0.647  0.104
16 H -0.388 -1.276 0.997  0.119

***

Model b:
Here is one molecule with the formula C6H10 from OMol25. Energies are from ωB97M-V/def2-TZVPD.

SMILES: C[C@@H]1C=CCC1
Molar mass in g/mol: 82.15
Charge: 0
Frontier orbital gap in hartree: 0.3645

Each line ends with the Löwdin charge.
Atoms and positions in Å:
1 C -1.710 -0.696 0.304  -0.073
2 C -0.833 0.437 -0.255  -0.401
3 C 0.130 -0.040 -1.315  -0.096
4 C 1.310 -0.485 -0.870  -0.137
5 C 1.629 -0.036 0.505  -0.124
6 C 0.184 0.938 0.769  -0.099
7 H -2.224 -1.270 -0.475  0.074
8 H -2.477 -0.309 0.988  0.075
9 H -1.081 -1.389 0.871  0.081
10 H -1.500 1.203 -0.686  0.133
11 H -0.113 0.019 -2.364  0.097
12 H 1.905 -1.189 -1.447  0.099
13 H 2.179 -0.855 1.058  0.106
14 H 2.315 0.790 0.596  0.071
15 H 0.391 2.000 0.509  0.108
16 H -0.106 0.882 1.812  0.085

***

Model c:
Here is one molecule with the formula C6H10 from OMol25. Energies are from ωB97M-V/def2-TZVPD.

SMILES: C1C[C@@H]2C[C@@H]2C1
Molar mass in g/mol: 82.15
Charge: 0
Frontier orbital gap in hartree: 0.4011

Each line ends with the Löwdin charge.
Atoms and positions in Å:
1 C -1.174 0.494 0.676  -0.186
2 C -0.512 -0.847 1.001  -0.171
3 C 0.779 -0.869 0.205  -0.247
4 C 1.667 0.284 -0.213  -0.076
5 C 0.487 -0.097 -1.051  -0.262
6 C -0.728 0.796 -0.779  -0.158
7 H -0.840 1.271 1.373  0.105
8 H -2.265 0.437 0.764  0.102
9 H -1.107 -1.638 0.520  0.116
10 H -0.453 -1.086 2.066  0.105
11 H 1.279 -1.832 0.139  0.129
12 H 1.650 1.276 0.235  0.104
13 H 2.657 -0.022 -0.546  0.098
14 H 0.552 -0.607 -2.005  0.130
15 H -0.462 1.854 -0.895  0.106
16 H -1.531 0.589 -1.491  0.104

***

Model d:
Here is one molecule with the formula C6H10 from OMol25. Energies are from ωB97M-V/def2-TZVPD.

SMILES: C=CCCC=C
Molar mass in g/mol: 82.15
Charge: 0
Frontier orbital gap in hartree: 0.3897

Each line ends with the Löwdin charge.
Atoms and positions in Å:
1 C 1.858 0.166 0.567  -0.009
2 C 1.272 0.948 -0.334  -0.184
3 C -0.170 1.400 -0.306  -0.215
4 C -1.155 0.391 0.311  -0.227
5 C -1.156 -0.907 -0.445  -0.200
6 C -0.619 -2.039 -0.003  -0.007
7 H 1.328 -0.217 1.435  0.051
8 H 2.898 -0.138 0.468  0.055
9 H 1.859 1.277 -1.191  0.094
10 H -0.490 1.631 -1.330  0.107
11 H -0.232 2.347 0.245  0.111
12 H -0.908 0.212 1.365  0.105
13 H -2.156 0.841 0.296  0.109
14 H -1.574 -0.873 -1.452  0.102
15 H -0.171 -2.103 0.987  0.055
16 H -0.584 -2.936 -0.613  0.052

***

Most stable structure, least stable structure: model a, model b.

***

Model a:
Here is a 2-piece molecular cluster, C3H10NO2 overall from OMol25. Energies are from ωB97M-V/def2-TZVPD.

Molar mass in g/mol: 92.12
Charge: +1
Frontier orbital gap in hartree: 0.4581

Each line ends with the Löwdin charge.
Atoms and positions in Å:
1 O 1.039 -1.500 0.230  0.064
2 C 2.220 -1.455 0.040  -0.325
3 O 2.840 -0.369 -0.433  0.102
4 H 2.878 -2.309 0.246  0.157
5 H 3.680 -0.213 0.015  0.131
6 C -2.221 0.049 -0.533  0.017
7 N -1.106 0.190 0.460  -0.053
8 C -0.192 1.322 0.201  -0.023
9 H -2.670 -0.927 -0.352  0.108
10 H -2.893 0.874 -0.325  0.105
11 H -1.892 0.012 -1.566  0.110
12 H -0.546 -0.679 0.349  0.113
13 H -1.404 0.239 1.436  0.184
14 H 0.263 1.108 -0.755  0.095
15 H 0.695 1.371 0.834  0.105
16 H -0.691 2.286 0.151  0.110

***

Model b:
Here is a 2-piece molecular cluster, C3H10NO2 overall from OMol25. Energies are from ωB97M-V/def2-TZVPD.

Molar mass in g/mol: 92.12
Charge: +1
Frontier orbital gap in hartree: 0.3835

Each line ends with the Löwdin charge.
Atoms and positions in Å:
1 O 0.533 2.991 0.386  0.104
2 C 0.149 2.497 1.393  -0.383
3 O -0.611 1.372 1.355  0.040
4 H 0.370 2.979 2.327  0.138
5 H -1.242 1.519 2.079  0.112
6 C -1.231 -1.747 -0.890  0.009
7 N 0.256 -1.590 -0.892  -0.026
8 C 1.057 -2.809 -1.278  0.019
9 H -1.715 -0.892 -0.417  0.100
10 H -1.369 -2.463 -0.076  0.107
11 H -1.700 -2.030 -1.822  0.112
12 H 0.519 -0.694 -1.297  0.184
13 H 0.544 -1.601 0.084  0.163
14 H 1.123 -2.975 -2.341  0.106
15 H 2.042 -2.629 -0.852  0.109
16 H 0.692 -3.684 -0.766  0.105

***

Most stable structure, least stable structure: model a, model b.

***

Model a:
Here is one molecule with the formula C4H3NO3 from OMol25. Energies are from ωB97M-V/def2-TZVPD.

SMILES: N#CCC(=O)C(=O)O
Molar mass in g/mol: 113.07
Charge: 0
Frontier orbital gap in hartree: 0.3688

Each line ends with the Löwdin charge.
Atoms and positions in Å:
1 N 0.405 -2.019 -2.157  0.144
2 C -0.081 -1.509 -1.240  -0.202
3 C -1.087 -0.901 -0.266  -0.060
4 C -0.487 0.076 0.922  -0.208
5 O -0.980 0.097 2.100  0.090
6 C 0.551 0.996 0.379  -0.443
7 O 1.621 1.070 0.993  0.134
8 O 0.166 1.551 -0.809  0.088
9 H -1.646 -0.155 -0.898  0.124
10 H -1.922 -1.526 0.206  0.143
11 H 0.907 2.095 -1.264  0.189

***

Model b:
Here is one molecule with the formula C4H3NO3 from OMol25. Energies are from ωB97M-V/def2-TZVPD.

SMILES: O=COc1cnco1
Molar mass in g/mol: 113.07
Charge: 0
Frontier orbital gap in hartree: 0.3932

Each line ends with the Löwdin charge.
Atoms and positions in Å:
1 O -1.994 -1.032 0.696  0.081
2 C -2.190 0.039 0.138  -0.250
3 O -1.238 0.620 -0.694  0.017
4 C 0.160 0.462 -0.447  -0.278
5 C 1.033 1.097 0.383  0.072
6 N 2.098 0.007 0.533  0.103
7 C 1.666 -1.024 -0.104  -0.181
8 O 0.473 -0.829 -0.728  0.077
9 H -3.202 0.548 -0.101  0.172
10 H 1.115 1.993 0.837  0.070
11 H 2.080 -1.880 -0.513  0.118

***

Model c:
Here is one molecule with the formula C4H3NO3 from OMol25. Energies are from ωB97M-V/def2-TZVPD.

SMILES: CC1=NC(=O)OC1=O
Molar mass in g/mol: 113.07
Charge: 0
Frontier orbital gap in hartree: 0.3675

Each line ends with the Löwdin charge.
Atoms and positions in Å:
1 C -1.440 -0.883 0.043  -0.023
2 C -0.154 -0.177 -0.047  -0.222
3 N 0.965 -0.822 -0.180  0.217
4 C 2.006 0.191 -0.086  -0.434
5 O 3.154 -0.089 0.066  0.179
6 O 1.459 1.488 -0.016  0.168
7 C 0.124 1.333 -0.001  -0.440
8 O -0.704 2.135 -0.055  0.221
9 H -2.175 -0.799 -0.847  0.124
10 H -1.289 -2.020 0.266  0.127
11 H -1.944 -0.358 0.856  0.083

***

Most stable structure, least stable structure: model c, model b.

***

Model a:
Here is C3H4ClFO as an isolated structure from OMol25. Energies are from ωB97M-V/def2-TZVPD.

Molar mass in g/mol: 110.51
Charge: 0
Frontier orbital gap in hartree: 0.4287

Each line ends with the Löwdin charge.
Atoms and positions in Å:
1 C 1.196 -0.195 -0.479  -0.613
2 C -0.048 0.366 0.016  -0.375
3 C -1.275 -0.274 0.458  0.019
4 O 0.296 0.455 -1.334  0.034
5 F 0.418 1.751 0.827  -0.178
6 Cl 2.766 0.624 -0.247  0.655
7 H 1.286 -1.287 -0.608  0.125
8 H -1.107 -0.858 1.354  0.096
9 H -1.403 -0.981 -0.444  0.136
10 H -2.130 0.400 0.457  0.100

***

Model b:
Here is C3H4ClFO as an isolated structure from OMol25. Energies are from ωB97M-V/def2-TZVPD.

Molar mass in g/mol: 110.52
Charge: 0
Frontier orbital gap in hartree: 0.4300

Each line ends with the Löwdin charge.
Atoms and positions in Å:
1 C 0.619 0.300 0.001  -0.748
2 C -0.534 0.124 0.915  -0.150
3 C -0.242 -0.550 -0.897  -0.116
4 H -0.508 -0.729 1.636  0.144
5 H -0.770 1.028 1.470  0.126
6 H 0.105 -1.577 -0.738  0.127
7 H -0.270 0.074 -1.850  0.159
8 O -1.524 -0.125 -0.175  -0.089
9 F 0.675 1.625 -0.388  -0.029
10 Cl 2.449 -0.171 0.027  0.575

***

Most stable structure, least stable structure: model a, model b.